Record 1
Below is a molecular structure, C28H17N7O8S2SeW, with properties calculated with ωB97M-V/def2-TZVPD.

Calculated values
LUMO = -2.21 eV
orbital gap = 5.89 eV
max |F| = 3.5 eV Å⁻¹
E_HOMO = -8.10 eV

```
64
Properties=species:S:1:pos:R:3:forces:R:3
W -0.086087 -0.956231 -0.946467 -0.72 0.06 0.46
O -0.523110 -2.500396 -2.260184 -1.08 0.45 0.05
C -1.857469 -2.540465 -1.861080 1.46 0.11 0.32
C -2.252486 -3.222893 -0.764049 -1.08 1.02 0.34
C -3.516366 -2.790233 -0.104785 -1.24 -1.50 -0.27
C -4.460446 -1.973851 -1.032955 -0.49 1.20 -1.71
C -4.058851 -1.447085 -2.346907 0.97 -1.82 2.84
C -2.713937 -1.650617 -2.592210 -2.08 1.69 -1.67
C -2.077960 -0.575521 -3.329175 0.62 -0.71 -1.87
N -0.946275 -0.142311 -2.922265 -2.10 0.10 0.85
C -0.129877 0.601967 -3.818763 1.38 -0.44 0.63
C 1.042258 -0.389100 -3.923193 -0.03 0.78 1.09
N 1.422776 -0.644346 -2.500770 2.85 1.14 -0.23
C 2.701930 -0.401341 -2.278469 -1.24 -1.08 0.17
C 3.407586 -0.527372 -1.034012 0.58 0.08 -1.23
C 4.809138 -0.692293 -1.026315 0.79 -1.02 1.61
C 5.458456 -0.968943 0.192405 -0.31 0.03 -0.55
C 4.722355 -0.951473 1.415507 0.60 -0.99 -1.06
C 3.363741 -0.852453 1.373640 -2.30 1.41 -0.17
C 2.698152 -0.577219 0.132072 0.44 -0.11 1.54
O 1.403455 -0.279645 0.094031 0.33 -0.48 0.52
H -1.617043 -3.872532 -0.212034 0.45 -0.48 0.02
H -4.086311 -3.526133 0.511062 0.69 0.68 -0.22
H -5.499780 -0.256846 -0.104011 0.71 -0.31 -0.63
H -4.766067 -0.762422 -2.771747 0.29 0.33 -0.72
H -2.418128 -0.253863 -4.366546 -0.02 -0.27 1.47
H 0.110372 1.600816 -3.402869 0.31 -0.70 -0.15
H -0.560470 0.695481 -4.781191 -0.78 0.26 -0.98
H 1.842685 0.053828 -4.503338 0.42 -0.13 0.10
H 0.780065 -1.364134 -4.311408 -0.54 0.03 -0.46
H 3.323148 -0.261795 -3.151160 0.11 0.35 -0.18
H 5.384245 -0.800945 -1.939702 -0.20 0.24 -0.07
H 6.505544 -1.333700 0.205219 -0.74 0.71 -0.06
H 5.230485 -1.211774 2.336146 -0.05 0.19 0.02
H 2.664036 -0.843082 2.243705 1.11 -0.11 -0.53
S -0.765273 -1.405414 1.470639 0.08 0.42 -0.87
C 0.504753 -2.438219 2.009302 -1.00 0.50 1.25
C 0.591803 -2.530118 3.435507 0.62 -0.29 -0.63
N 0.839848 -2.638329 4.547505 -0.15 0.05 0.79
C 1.323991 -3.108803 1.213609 1.07 -0.50 -0.74
S 1.065759 -3.069097 -0.502145 0.18 0.18 0.21
C 2.389167 -3.937753 1.692185 0.83 -1.51 0.18
N 3.200676 -4.725842 1.965271 -0.99 1.30 -0.26
O 1.652414 2.406249 -0.651892 -0.90 -0.13 0.74
C 0.535280 2.142953 -0.245476 -0.69 -0.32 -0.83
O -0.280118 1.239478 -0.832023 0.85 0.37 0.59
C -0.130317 2.881060 0.943183 -0.43 0.46 0.83
C -1.551422 3.007348 1.124744 2.77 -0.76 -0.63
C -2.076165 3.550698 2.242608 -0.27 0.05 1.82
C -1.306767 4.101861 3.276581 0.82 -0.41 -1.43
C 0.084952 4.040354 3.079383 -1.35 0.11 -0.37
C 0.690838 3.413758 1.951052 -0.90 0.38 0.29
N 0.858732 4.745633 4.141186 -1.14 -0.62 -0.12
O 2.039395 4.677173 4.086367 2.34 -0.18 -0.45
O 0.251098 5.312177 5.019757 -0.57 0.24 0.12
N -3.565442 3.341140 2.448808 2.40 1.89 0.03
O -4.072441 3.891667 3.386503 -0.46 0.05 0.82
O -4.099667 2.720648 1.595550 -1.64 -1.39 -1.22
H -2.203320 2.569193 0.434085 -0.71 -0.39 -0.96
H -1.750605 4.587043 4.129064 0.04 -0.10 0.12
H 1.762292 3.351162 1.830367 0.08 0.10 0.20
Se -2.454973 0.058437 -0.165129 -0.42 0.10 0.01
C -3.694358 -1.360332 0.101379 0.54 1.24 0.65
N -5.139895 -1.205228 0.053852 -0.11 -1.56 0.58
```
Forces are in eV/Å.

=====

Record 2
Below is a molecular structure, C28H18Cl5CoN3O5, with properties calculated with ωB97M-V/def2-TZVPD.

Calculated values
LUMO (alpha / beta) = -0.40 / -0.40 eV
orbital gap (alpha / beta) = 7.48 / 7.45 eV
max |F| = 0.9 eV Å⁻¹
E_HOMO (alpha / beta) = -7.88 / -7.85 eV
spin multiplicity = 2

```
60
Properties=species:S:1:pos:R:3:forces:R:3
Co 0.329418 -0.010972 -0.084580 -0.37 0.58 0.51
Cl -4.910937 -4.046358 -2.931341 0.05 -0.01 0.04
C -3.491668 -3.415353 -2.180693 -0.01 0.05 0.00
C -2.902306 -2.248673 -2.661646 0.10 0.06 -0.01
Cl -3.581098 -1.423397 -4.014304 -0.01 -0.05 0.04
C -1.766621 -1.741128 -2.046545 0.09 0.11 -0.05
Cl -1.028851 -0.273242 -2.631157 0.04 -0.37 -0.09
C -1.184621 -2.341219 -0.905139 0.23 0.20 -0.28
O -0.133663 -1.864790 -0.321910 -0.70 -0.27 -0.25
C -1.797101 -3.527290 -0.454154 -0.06 -0.03 0.07
Cl -1.101107 -4.286237 0.933304 -0.04 0.03 -0.05
C -2.921046 -4.050573 -1.076848 -0.05 -0.12 0.06
Cl -3.632173 -5.500832 -0.470985 0.01 0.05 -0.02
O -0.022724 -2.553717 6.395049 -0.06 0.03 0.00
C -0.914876 -1.512651 6.040098 0.09 -0.04 -0.01
C -0.686039 -1.134683 4.604003 -0.06 0.02 0.05
C -1.649455 -0.410543 3.915358 -0.02 0.04 -0.04
C -1.400464 -0.032572 2.609509 0.10 -0.06 -0.01
N -0.275118 -0.351246 1.976337 0.06 0.15 0.18
C 0.644429 -1.067842 2.627103 0.25 -0.08 -0.34
C 0.485099 -1.468890 3.943896 -0.04 -0.03 -0.04
C 1.871911 -1.384260 1.828233 -0.30 0.18 0.14
C 2.886497 -2.198890 2.291823 0.06 -0.03 -0.02
C 4.005173 -2.414517 1.496494 0.03 0.02 0.04
C 5.118575 -3.310416 1.979626 -0.06 -0.07 0.05
O 4.632796 -4.476837 2.623124 0.07 0.08 -0.04
C 4.071234 -1.781324 0.266461 0.03 0.06 -0.06
C 3.017066 -0.979881 -0.133432 -0.02 0.01 0.12
N 1.939836 -0.803423 0.622766 0.48 -0.56 -0.05
H -0.183214 -2.798992 7.309982 0.02 -0.01 0.02
H -0.746311 -0.626804 6.663757 -0.01 0.01 0.00
H -1.958860 -1.814771 6.166340 0.00 -0.04 0.00
H -2.587232 -0.135980 4.382132 0.02 -0.02 0.01
H -2.123842 0.539692 2.042828 0.01 0.00 0.02
H 1.247134 -2.036353 4.455042 -0.03 0.00 0.03
H 2.810338 -2.687812 3.252234 0.03 0.00 -0.01
H 5.712400 -2.784395 2.728192 0.00 0.02 0.01
H 5.786279 -3.552304 1.147700 -0.02 -0.03 -0.02
H 4.127581 -4.986809 1.981361 -0.02 -0.04 0.01
H 4.921733 -1.915812 -0.389153 0.00 0.00 0.02
H 3.017001 -0.460548 -1.082214 0.01 -0.02 -0.02
O 1.502239 3.443013 1.034012 -0.01 0.09 -0.07
C 0.884720 2.613501 0.399076 -0.16 0.04 -0.18
O 1.348733 1.567733 -0.194356 0.31 0.34 0.23
C -0.611617 2.778553 0.174509 -0.17 0.03 -0.07
C -1.195083 4.066626 0.144849 0.13 -0.12 0.09
C -2.499372 4.180887 -0.218199 -0.19 0.00 -0.04
C -3.261507 3.016226 -0.492763 -0.02 0.18 0.02
C -4.632895 3.048996 -0.851278 0.07 0.04 0.04
C -5.323611 1.889150 -1.043245 0.00 -0.15 -0.01
C -4.682037 0.638897 -0.869703 -0.04 0.05 -0.01
C -3.360978 0.579588 -0.537492 0.01 0.16 0.04
C -2.617869 1.773334 -0.372084 0.16 -0.37 0.22
N -1.283694 1.678620 -0.072404 0.07 -0.17 -0.31
H -0.574612 4.915906 0.392344 0.01 -0.01 -0.02
H -2.975581 5.152120 -0.291484 0.00 -0.01 0.00
H -5.123243 4.009040 -0.959615 0.02 0.00 0.00
H -6.369023 1.914149 -1.321321 0.00 0.02 0.01
H -5.238599 -0.279880 -1.005379 -0.04 0.02 -0.02
H -2.858609 -0.368638 -0.399822 -0.04 0.06 0.05
```
Forces are in eV/Å.

=====

Record 3
Below is a molecular structure, C28H18CrF3N7O9STe, with properties calculated with ωB97M-V/def2-TZVPD.

Calculated values
LUMO (alpha / beta) = 3.51 / 3.48 eV
orbital gap (alpha / beta) = 5.00 / 5.18 eV
max |F| = 0.1 eV Å⁻¹
E_HOMO (alpha / beta) = -1.49 / -1.70 eV
charge = -2
spin multiplicity = 5

```
68
Properties=species:S:1:pos:R:3:forces:R:3
Cr -0.219074 -0.734775 0.626697 -0.07 -0.01 -0.04
O 2.432556 -3.254339 -0.983310 0.00 0.00 0.00
C 1.968233 -2.235752 -0.503620 0.02 0.01 0.01
O 0.700286 -1.968381 -0.484272 0.00 -0.03 -0.05
C 2.925435 -1.202088 0.072468 -0.01 0.02 0.02
C 4.263363 -1.528504 0.022046 0.00 0.00 0.00
C 5.237982 -0.640711 0.457943 0.03 0.00 0.01
C 4.896091 0.604008 0.950678 -0.02 -0.01 0.00
C 3.562903 0.921236 1.033048 0.00 0.00 -0.01
C 2.515732 0.061275 0.595801 -0.01 -0.03 -0.03
O 1.295688 0.469261 0.640315 0.00 0.03 0.03
N 3.245889 2.230816 1.607516 0.00 0.02 0.00
O 2.323852 2.314319 2.388553 0.00 -0.01 0.00
O 3.964293 3.167651 1.287328 0.00 -0.01 0.00
N 6.642190 -1.009181 0.392394 -0.01 0.01 -0.01
O 7.469418 -0.196959 0.780788 0.00 0.00 0.00
O 6.932104 -2.108132 -0.045719 0.00 0.00 0.00
H 4.533515 -2.492900 -0.382860 0.00 0.00 0.00
H 5.648687 1.306305 1.273647 0.00 0.00 0.00
F -2.481299 -1.911325 6.238445 -0.01 0.02 -0.01
C -1.199614 -2.440785 6.193549 0.06 -0.04 0.00
F -0.584899 -1.873995 7.265125 -0.01 0.00 0.01
F -1.373440 -3.751548 6.489393 0.00 0.02 0.01
C -0.496975 -2.216106 4.932802 -0.03 0.02 0.00
C -0.529805 -3.163730 3.875287 0.00 -0.01 -0.01
C -0.037215 -2.831844 2.651133 0.01 0.02 0.03
N 0.483624 -1.590617 2.347890 0.01 0.00 0.03
C 0.588669 -0.705280 3.405521 0.00 -0.03 -0.03
C 0.121648 -0.966585 4.654992 -0.01 -0.02 0.00
H -0.932419 -4.155780 4.031989 0.00 0.00 0.01
H -0.062490 -3.533693 1.827074 0.00 -0.01 0.00
H 1.036110 0.252314 3.166716 0.00 0.01 0.01
H 0.233881 -0.216162 5.427584 0.00 0.00 0.00
N -3.579669 3.511062 -4.485926 0.03 0.02 0.00
C -2.990081 2.761435 -3.846366 -0.04 -0.07 0.01
C -2.291678 1.899986 -2.923058 0.01 0.05 -0.02
C -2.404297 0.516559 -2.976197 0.02 0.04 0.01
C -1.753929 -0.216515 -1.997442 0.03 -0.02 0.02
N -1.027251 0.350646 -1.029186 -0.04 -0.01 -0.02
C -0.908625 1.680197 -0.996063 -0.01 0.02 -0.01
C -1.525014 2.493260 -1.924840 0.02 -0.03 0.02
H -2.962816 0.025729 -3.769030 0.00 0.00 0.00
H -1.819117 -1.296305 -1.971705 0.04 -0.01 -0.02
H -0.312680 2.087084 -0.188932 0.00 0.00 0.00
H -1.420110 3.566878 -1.868790 0.00 0.00 0.00
Te -3.381109 -0.737901 -6.626891 -0.01 0.00 0.03
C -1.960420 0.814430 -6.569819 0.01 0.00 -0.01
C -0.795693 0.905741 -5.848722 -0.01 0.00 -0.01
C -0.090378 2.129060 -6.034844 0.01 0.01 0.00
C -0.716973 2.968999 -6.905522 0.00 0.00 0.01
S -2.167150 2.257912 -7.488205 -0.01 0.00 -0.01
H -0.450850 0.104151 -5.209586 0.00 0.00 0.00
H 0.844400 2.366813 -5.543068 0.00 0.00 0.00
H -0.407315 3.954269 -7.217067 0.00 0.00 0.00
C -3.176615 1.428404 4.913467 -0.01 0.02 0.00
N -2.993839 0.584336 3.746535 0.00 0.01 -0.01
C -3.708906 -0.556115 3.573430 0.00 0.02 0.04
C -3.515475 -1.379947 2.525423 0.01 -0.03 -0.03
C -2.435935 -1.036606 1.652592 0.01 0.02 0.01
O -1.973328 -1.790248 0.738018 -0.03 0.02 0.02
N -1.758969 0.114702 1.810700 0.04 0.01 -0.03
C -1.998863 0.982781 2.831700 -0.01 -0.01 0.01
O -1.424770 2.042002 2.996697 -0.01 0.00 0.00
H -3.870078 0.937619 5.592783 0.01 0.00 0.01
H -3.562666 2.406180 4.625546 0.00 -0.01 -0.01
H -2.219741 1.577460 5.410187 0.00 -0.01 0.01
H -4.431548 -0.771288 4.349202 0.00 0.00 -0.01
H -4.052070 -2.306319 2.405796 0.00 0.00 0.00
```
Forces are in eV/Å.

=====

The highest max |F| belongs to which entry?
C28H17N7O8S2SeW

=====

Which of these has the highest max |F|?
C28H17N7O8S2SeW